No. 1
117
Properties=species:S:1:pos:R:3 method="wB97M-V/def2-TZVPD" total_charge=0 multiplicity=1 e_tot_ev=-65047.0514 smiles="CCCCCCCCCCCCCCCCCCc1ccc2c(c1)C(=O)c1cccc(CCC(F)(F)F)c1C2=O.CO.CO.CO.CO.CO"
C 1.7802 -1.7078 0.9404
C 2.6093 -2.7084 0.0078
C 4.1739 -2.6170 0.2379
C 4.6854 -1.1336 0.4836
C 4.3506 -0.1620 -0.7154
C 4.9126 -0.6586 -2.1093
C 4.3877 0.3415 -3.2132
C 5.1784 1.7323 -3.1755
C 4.1927 2.8026 -3.8260
C 3.1511 3.2838 -2.7197
C 2.0381 4.1465 -3.4593
C 1.1553 4.8285 -2.3213
C -0.0278 3.9121 -1.8093
C -0.9721 4.8148 -0.8801
C -1.6327 3.8270 0.1859
C -0.7595 3.6607 1.4923
C -0.3824 2.1521 1.8451
C -1.4883 1.4381 2.7592
C -2.3696 0.5716 1.7998
C -2.0210 -0.8289 1.5439
C -2.7979 -1.6718 0.6127
C -3.9332 -1.0242 -0.0330
C -4.2949 0.3849 0.2267
C -3.5280 1.2066 1.1460
C -5.5103 1.0031 -0.5418
O -6.3128 1.7422 -0.0259
C -5.5910 0.5765 -2.0473
C -5.9578 1.5146 -3.0873
C -5.9658 1.0418 -4.4731
C -5.5916 -0.3452 -4.7632
C -5.2462 -1.2945 -3.6903
C -4.8436 -2.7827 -3.9753
C -3.2927 -2.9871 -3.6646
C -2.4251 -2.7892 -4.9480
F -2.3227 -3.9219 -5.7091
F -2.8920 -1.7522 -5.7188
F -1.1400 -2.4652 -4.5344
C -5.2381 -0.8399 -2.3042
C -4.8438 -1.7438 -1.0834
O -5.2155 -2.8853 -0.9441
H 1.7918 -0.6589 0.5504
H 2.1805 -1.7422 1.9911
H 0.7353 -2.1131 0.9714
H 2.2400 -3.7374 0.2644
H 2.3178 -2.4677 -1.0496
H 4.4255 -3.1861 1.1648
H 4.7122 -3.0940 -0.6244
H 4.2700 -0.7332 1.4539
H 5.8114 -1.2138 0.6649
H 4.8565 0.8136 -0.4789
H 3.2446 0.0027 -0.8213
H 6.0304 -0.6109 -2.0563
H 4.5811 -1.7054 -2.3594
H 4.6110 -0.0959 -4.2258
H 3.2917 0.5538 -3.1249
H 5.4458 2.0241 -2.1312
H 6.0584 1.6423 -3.8641
H 3.5825 2.3496 -4.6499
H 4.7289 3.7316 -4.1643
H 3.6455 3.9667 -1.9722
H 2.6471 2.4346 -2.1930
H 2.5520 4.9153 -4.0944
H 1.3837 3.4835 -4.0905
H 1.8439 5.0408 -1.4639
H 0.7125 5.7988 -2.6655
H -0.6770 3.5715 -2.6559
H 0.3926 3.0446 -1.2226
H -0.4098 5.6494 -0.3881
H -1.7444 5.2567 -1.5721
H -1.7117 2.8247 -0.3284
H -2.6831 4.1650 0.4171
H 0.2071 4.2303 1.3817
H -1.2946 4.0602 2.3992
H -0.3089 1.5851 0.8759
H 0.6142 2.1818 2.3533
H -1.0124 0.7071 3.4742
H -2.0984 2.1853 3.3353
H -1.1412 -1.3129 2.0286
H -2.5223 -2.7308 0.3862
H -3.8375 2.2620 1.3045
H -6.2120 2.5767 -2.8498
H -6.2159 1.7051 -5.3356
H -5.5816 -0.6467 -5.8377
H -5.1149 -3.0672 -5.0225
H -5.4127 -3.4492 -3.2734
H -3.0054 -2.2612 -2.8667
H -3.1546 -4.0143 -3.2401
C 3.4760 -2.8119 4.6048
O 3.6927 -3.0432 3.2140
H 3.6578 -1.7593 4.8179
H 2.4457 -3.0610 4.8621
H 4.1650 -3.4241 5.1922
H 3.5265 -3.9787 3.0512
C -6.2460 3.6250 3.4345
O -5.5339 4.3807 2.4633
H -5.7917 3.7877 4.4108
H -7.2888 3.9507 3.4633
H -6.1939 2.5620 3.1850
H -5.9572 4.2171 1.6122
C 9.3250 -0.5877 1.1059
O 8.2693 -1.5352 1.0076
H 9.2866 0.0677 0.2373
H 9.2062 0.0094 2.0137
H 10.2882 -1.1041 1.1258
H 8.3225 -2.1028 1.7843
C -0.0971 -4.7695 6.7888
O 0.6642 -3.9803 5.8871
H 0.3045 -4.6452 7.7937
H -1.1379 -4.4414 6.7725
H -0.0329 -5.8226 6.5028
H 0.2849 -4.1112 5.0091
C -3.3850 -3.6598 4.6056
O -2.3576 -4.6437 4.5301
H -2.9571 -2.6895 4.3585
H -4.1786 -3.8953 3.8928
H -3.7941 -3.6261 5.6186
H -2.7582 -5.4914 4.7518

No. 2
124
Properties=species:S:1:pos:R:3 method="wB97M-V/def2-TZVPD" total_charge=0 multiplicity=1 e_tot_ev=-55257.8399 smiles=CC1(C)CCCC(C)(C)N1O.CC1(C)CCCC(C)(C)N1O.CC1(C)CCCC(C)(C)N1O.COC[C@H](C)N.COC[C@H](C)N
C -35.0786 -23.0114 -8.8155
C -35.1746 -24.3461 -9.5480
C -36.5664 -24.4279 -10.1815
C -36.7581 -23.6602 -11.4781
C -35.7060 -24.1088 -12.4944
C -34.2610 -24.2096 -12.0029
N -34.1775 -24.5754 -10.6047
O -32.8579 -24.4808 -10.1105
C -33.4652 -25.2162 -12.8807
C -33.6378 -22.8104 -12.2631
C -35.0343 -25.4648 -8.5040
H -34.0661 -22.8989 -8.4132
H -35.8032 -22.9261 -8.0048
H -35.2600 -22.1195 -9.4232
H -36.8722 -25.4687 -10.3263
H -37.2666 -23.9810 -9.4693
H -36.5714 -22.6096 -11.2268
H -37.6973 -23.7987 -12.0077
H -35.6924 -23.4608 -13.3719
H -36.1089 -25.0681 -12.8448
H -32.4071 -24.9708 -12.7515
H -33.6090 -26.2240 -12.4918
H -33.6952 -25.0382 -13.9277
H -34.2177 -22.0431 -11.7261
H -32.6266 -22.7107 -11.8756
H -33.7953 -22.4024 -13.2648
H -33.9836 -25.6599 -8.3084
H -35.5673 -26.3593 -8.8398
H -35.5995 -25.2571 -7.5921
H -32.4105 -25.2859 -10.4008
C -31.8283 -23.8929 -4.3283
C -32.1694 -22.5642 -3.5997
C -30.8755 -21.9364 -3.0159
C -30.9840 -20.4223 -2.8258
C -31.6043 -19.7262 -3.9969
C -32.9820 -20.2920 -4.4036
N -32.8668 -21.7435 -4.5934
O -34.0590 -22.3002 -5.0521
C -33.9760 -19.9216 -3.2856
C -33.3140 -19.6617 -5.7523
C -33.0260 -23.0470 -2.4084
H -31.3561 -23.6192 -5.2783
H -32.6869 -24.5372 -4.4902
H -31.0702 -24.4163 -3.7425
H -30.4971 -22.4026 -2.1078
H -30.0770 -22.0979 -3.7490
H -29.9998 -20.0179 -2.5617
H -31.4935 -20.1696 -1.8856
H -30.9702 -19.9225 -4.8757
H -31.5193 -18.6419 -3.9095
H -33.5688 -20.1171 -2.2991
H -34.1347 -18.8383 -3.2442
H -34.9162 -20.3891 -3.5825
H -32.5049 -19.7618 -6.4721
H -34.2277 -20.0504 -6.2148
H -33.5993 -18.6116 -5.6365
H -32.4951 -23.7194 -1.7339
H -34.0107 -23.4527 -2.6324
H -33.1963 -22.1665 -1.7718
H -33.8518 -22.6342 -5.9337
C -30.9693 -17.3634 -11.2485
C -31.7230 -18.6467 -10.8853
C -31.9411 -18.7461 -9.3340
C -33.1970 -18.1374 -8.8537
C -34.4111 -18.7302 -9.5962
C -34.3522 -18.3577 -11.0398
N -33.0247 -18.7284 -11.5704
O -32.8439 -18.4387 -12.9409
C -35.4391 -19.0325 -11.8582
C -34.6632 -16.8274 -11.2119
C -30.8223 -19.8497 -11.2253
H -30.6921 -17.2847 -12.3016
H -30.0791 -17.1972 -10.6433
H -31.6263 -16.4873 -11.1735
H -31.7824 -19.7421 -8.9192
H -31.1580 -18.0939 -8.9230
H -33.1636 -17.0488 -8.9278
H -33.3376 -18.3922 -7.8020
H -35.2350 -18.2735 -9.0428
H -34.4583 -19.8205 -9.5163
H -35.2512 -20.1184 -11.8338
H -36.4010 -18.9406 -11.3570
H -35.4014 -18.7203 -12.8993
H -33.9884 -16.2355 -11.8281
H -35.6512 -16.6428 -11.6315
H -34.6512 -16.3383 -10.2351
H -30.8704 -19.9347 -12.3139
H -31.2108 -20.7486 -10.7444
H -29.7860 -19.7638 -10.9028
H -32.8926 -19.2946 -13.3848
C -27.6933 -18.8672 -12.9627
C -26.9068 -20.1001 -13.4131
C -27.4316 -21.4120 -12.8011
O -27.3005 -21.5086 -11.4004
C -25.9403 -21.7150 -10.9880
N -26.9750 -20.2852 -14.8645
H -28.7479 -19.1402 -13.0033
H -27.5128 -17.8927 -13.4131
H -27.4428 -18.7019 -11.9100
H -25.8666 -19.9180 -13.1107
H -26.8779 -22.2547 -13.2305
H -28.4849 -21.4325 -13.0777
H -25.8210 -21.4407 -9.9480
H -25.2604 -21.1835 -11.6545
H -25.7812 -22.7827 -11.1736
H -26.5627 -19.4930 -15.3385
H -26.5074 -21.1295 -15.1660
C -34.5186 -12.8837 -14.1454
C -35.5829 -13.9474 -13.8578
C -35.1898 -15.3150 -14.3990
O -34.6186 -15.2420 -15.6773
C -34.6571 -16.4785 -16.3298
N -35.9243 -13.9225 -12.4216
H -34.4632 -12.6942 -15.2160
H -33.5396 -13.1038 -13.7282
H -34.9529 -11.9778 -13.7106
H -36.4622 -13.6615 -14.4549
H -36.0868 -15.9559 -14.3545
H -34.5672 -15.8374 -13.6606
H -34.5097 -17.3084 -15.6204
H -33.8845 -16.5060 -17.0976
H -35.6112 -16.7877 -16.7876
H -36.4835 -13.0783 -12.3497
H -36.5484 -14.6939 -12.2018

Listing relative energy (zero: lowest compared OMol25 entry of this formula, charge and spin) for the structures above in their given order: 0.00, 40.12 kcal/mol.